# 1
Formula: C5H14NO2
Source: OMol25
Level of theory: the ωB97M-V functional and the def2-TZVPD basis

Structure (XYZ):
```
22
Properties=species:S:1:pos:R:3:forces:R:3
O -2.4713 1.2441 -0.2995 -0.2971 3.4244 -0.9199
C -1.1801 1.4885 0.3378 -1.6765 -1.1996 -0.1979
C -0.4788 0.3321 -0.3714 1.5769 2.2904 1.7109
N 0.4578 -0.0843 0.7262 0.1676 0.2412 -0.0555
C 1.4056 -0.8902 0.0191 1.2548 -5.1070 -0.1931
C 1.5477 -0.4265 -1.4262 2.5587 4.7684 1.7562
C 0.4415 0.6408 -1.6518 -1.0876 1.4049 1.9347
H -2.5569 1.8336 -1.1029 -0.1070 -0.8289 1.3381
H -0.5484 2.3967 0.3074 -1.0353 0.2942 -0.9713
H -1.3862 1.4306 1.4654 0.3736 -0.7236 -1.4777
H -1.2110 -0.4339 -0.5372 0.0689 -0.6262 -0.0523
H 0.9928 0.7500 1.0783 -1.0254 -0.8231 -0.1373
H -0.0817 -0.6071 1.5165 1.2465 0.4395 -0.9404
H 1.0191 -2.0001 -0.0939 0.3990 2.1454 0.8577
H 2.3114 -0.9710 0.6499 -0.1586 0.0692 -0.8103
H 1.5305 -1.1399 -2.1414 -0.2804 -2.6162 -1.8503
H 2.6014 0.0477 -1.5142 -1.7197 -0.5366 -0.1338
H 0.7851 1.7961 -1.5897 -0.6274 -2.8229 -0.2905
H -0.2163 0.4770 -2.5305 0.8208 0.2154 0.3428
H -1.5585 -1.6938 1.8811 -6.9632 1.2408 -1.2931
H -0.5969 -2.2458 3.0547 -0.6343 -0.9017 2.8990
O -0.8068 -1.9445 2.2222 7.1456 -0.3480 -1.5161
```
Forces are in eV/Å.

Summary:
* frontier orbital gap: 11.27 eV
* net charge: +1

# 2
Formula: C5H14NO2
Source: OMol25
Level of theory: the ωB97M-V functional and the def2-TZVPD basis

Structure (XYZ):
```
22
Properties=species:S:1:pos:R:3:forces:R:3
C 2.7489 0.4979 -0.2721 -1.1047 -2.8667 1.7432
O -0.1311 2.1752 -0.2092 -0.8115 -0.7277 -0.1599
C 2.3054 -0.7377 0.2034 2.2709 3.0579 -1.7189
C 0.9128 -1.2141 0.3570 0.4928 1.1521 2.2161
C 0.4296 -0.7830 1.7432 -1.5964 -4.2669 -2.6203
C 0.7798 0.1922 2.5864 1.3247 3.7497 1.1436
N -3.7776 -0.6713 -2.1301 -1.5414 1.8520 1.1116
H 3.7436 0.7888 0.0554 0.1240 -0.1231 -0.7920
H 2.1428 1.2311 -0.8003 -0.0759 -0.1285 0.3376
H -0.9218 2.7363 -0.2084 0.2536 0.4826 -0.0119
H 3.0619 -1.4442 0.5396 -0.0208 0.2420 0.3269
H 0.2949 -0.6548 -0.4075 0.1533 -0.9133 0.7243
H 0.8548 -2.3060 0.3602 -0.5446 0.1337 -0.5388
H -0.3001 -1.4827 2.1494 -0.2506 0.0839 -0.0804
H 1.4331 0.9901 2.2408 0.2094 -0.0964 -0.0161
H 0.3747 0.3638 3.5780 -0.0613 -0.5781 0.0348
H -4.3682 -0.3243 -2.8895 0.2722 -0.4916 -0.8433
H -3.0917 0.0009 -1.7714 1.0235 -0.3259 -0.3500
H -4.3409 -1.0455 -1.3656 0.0752 -1.0853 0.0255
H -0.5497 1.2782 -0.2528 0.5207 0.4505 0.3882
H -0.6599 0.2606 -2.2184 0.3106 0.2039 0.0408
O -0.9412 0.1483 -1.2882 -1.0236 0.1953 -0.9610
```
Forces are in eV/Å.

Summary:
* ⟨S²⟩: 1.76
* frontier orbital gap (alpha / beta): 2.72 / 4.24 eV
* spin multiplicity: 2
* net charge: +2

# 3
Formula: C5H14NOS
Source: OMol25
Level of theory: the ωB97M-V functional and the def2-TZVPD basis

Structure (XYZ):
```
22
Properties=species:S:1:pos:R:3:forces:R:3
O -0.6317 -0.0179 1.7928 -0.6280 0.6024 -0.1382
C -1.6217 0.6593 1.5261 0.0291 -0.9387 0.4029
C -2.0462 0.9632 0.1134 -0.2007 -0.4546 0.1715
C -2.1588 2.4851 -0.0892 0.4713 0.3199 0.0294
H -2.2616 1.0019 2.3834 0.3690 -0.0053 -0.6779
H -3.0733 0.5463 -0.0139 0.7124 0.0242 0.0359
H -1.3480 0.3977 -0.5847 -0.9251 0.9116 0.6208
H -2.9735 2.9367 0.5045 0.4124 -0.3859 -0.1270
H -2.3876 2.6864 -1.1319 0.0503 0.1060 -0.0685
H -1.2130 3.0065 0.1768 -0.5766 -0.2528 -0.2058
C 1.5436 -0.8198 -1.0071 0.1907 -0.1870 -0.2523
C 1.9574 -2.0588 -0.2106 -0.1345 -0.2665 0.0831
S 1.8673 -3.6010 -1.2611 0.0860 0.6342 0.5972
N 1.2683 0.3047 -0.0159 2.0970 -2.1400 0.3840
H 0.6239 -0.9714 -1.5854 0.1556 -0.0649 0.2256
H 2.3205 -0.4700 -1.6933 -0.1227 -0.1262 0.1009
H 1.2498 -2.1109 0.6308 0.2421 -0.4071 -0.1687
H 2.9731 -1.9247 0.1955 -0.3331 -0.1068 -0.1967
H 2.2563 -4.5029 -0.3198 -0.1262 0.5512 -0.2146
H 0.9364 1.0759 -0.5550 -0.0651 1.1135 0.0396
H 2.2014 0.4732 0.4875 -1.9542 0.2524 -0.7287
H 0.5173 -0.0594 0.6571 0.2504 0.8206 0.0874
```
Forces are in eV/Å.

Summary:
* frontier orbital gap: 9.44 eV
* net charge: +1

# 4
Formula: C5H14NS
Source: OMol25
Level of theory: the ωB97M-V functional and the def2-TZVPD basis

Structure (XYZ):
```
21
Properties=species:S:1:pos:R:3:forces:R:3
C 0.5826 -2.3566 -1.7438 -0.4406 0.2188 0.6290
C -0.6821 -1.8513 -1.0245 -0.2498 -0.2942 -0.5786
S -0.8652 -0.0390 -1.1550 -0.4396 -0.1483 0.4516
C -2.1587 0.1194 0.1409 0.4336 0.1499 -0.0964
H 0.6098 -3.4577 -1.6950 -0.0119 0.4510 -0.3157
H 1.4633 -1.9870 -1.2024 -0.0867 -0.0474 -0.2591
H 0.6013 -1.9730 -2.7660 0.1438 -0.3259 0.0258
H -0.6722 -2.1827 0.0108 0.0992 0.2772 0.2774
H -1.6086 -2.2680 -1.4468 0.3895 -0.0557 -0.0721
H -3.0829 -0.3226 -0.2228 0.0009 -0.2085 0.1132
H -1.7786 -0.3915 1.0433 -0.4109 0.3043 -0.3170
H -2.3564 1.1785 0.3525 0.3106 -0.3172 -0.0894
C 0.9259 1.6990 1.8322 -2.9289 -2.3031 -0.8761
C 1.9154 2.5752 2.0489 2.4953 2.2062 0.6496
N 1.2539 0.4271 1.0956 -0.7948 -0.5896 0.1636
H -0.1663 1.8063 1.9953 0.9983 -0.1429 -0.2309
H 1.7203 3.4433 2.6694 0.2376 -0.0938 -0.0824
H 2.9406 2.3846 1.7321 -0.2151 0.1526 0.0288
H 2.2707 0.2904 0.8759 -1.1963 0.5751 0.2783
H 0.9928 -0.3548 1.7487 0.4077 0.3677 -0.9615
H 0.6325 0.3550 0.1933 1.2582 -0.1763 1.2618
```
Forces are in eV/Å.

Summary:
* ⟨S²⟩: 0.75
* frontier orbital gap (alpha / beta): 3.38 / 8.19 eV
* spin multiplicity: 2

# 5
Formula: C5H14NS
Source: OMol25
Level of theory: the ωB97M-V functional and the def2-TZVPD basis

Structure (XYZ):
```
21
Properties=species:S:1:pos:R:3:forces:R:3
C 4.3474 0.2874 1.2264 -1.5871 0.0421 -3.3266
C -5.6850 1.1822 -1.6115 0.2868 -0.2549 -0.4084
C 3.6118 -1.9378 -0.7670 -2.7166 3.1683 -0.3751
C 3.0182 0.9360 -1.0620 0.4687 -0.4994 1.0490
C -4.4425 -0.2508 -0.1160 -2.0062 0.5587 -2.8299
N -5.5907 0.1972 -0.5548 3.1903 -0.2512 1.6233
S 3.0283 -0.2525 0.3693 1.6470 -0.5986 -1.2398
H 4.8475 1.0921 0.7867 1.0561 0.8007 -0.6853
H 4.4239 0.1563 2.2105 -0.0570 -0.7633 3.6830
H -5.0576 0.6759 -2.3338 0.0156 0.9182 -1.0058
H -6.7319 1.1738 -1.9398 0.4941 0.5374 -0.0383
H -5.2700 2.1501 -1.2649 -0.5458 -0.5135 -0.4365
H 2.6662 -2.2082 -1.2452 0.3869 -0.0255 -0.6064
H 3.6397 -2.4881 0.0940 1.2048 -1.8027 1.8053
H 4.4497 -1.6688 -1.3847 0.3167 -0.2579 0.1184
H 3.1862 1.9596 -0.5773 -0.7389 -1.3998 -1.2219
H 2.1495 0.6560 -1.6595 -0.4942 0.9208 0.3677
H 3.8123 0.6226 -1.7385 0.5165 0.4159 0.4211
H -4.3693 -1.0576 0.5748 -0.0700 -0.1741 0.8126
H -3.5987 0.0438 -0.7676 -0.1495 0.0552 1.0026
H -6.4647 -0.0672 -0.1992 -1.2180 -0.8761 1.2910
```
Forces are in eV/Å.

Summary:
* frontier orbital gap: 2.45 eV
* net charge: +1

# 6
Formula: C5H14NS
Source: OMol25
Level of theory: the ωB97M-V functional and the def2-TZVPD basis

Structure (XYZ):
```
21
Properties=species:S:1:pos:R:3:forces:R:3
C -0.5134 2.7874 -0.9679 -0.6208 0.8048 -0.6731
C -1.7188 2.1351 -0.2602 1.1247 -1.1776 -0.0672
S -1.8931 0.3659 -0.8797 -0.3458 1.1424 -0.1951
H -0.6004 2.6800 -2.0632 -0.1222 0.0048 0.3852
H 0.4874 2.4128 -0.7199 -0.4395 -0.1584 0.3853
H -0.5192 3.8814 -0.7889 0.0483 -0.6031 0.0860
H -1.5293 1.9813 0.8087 -0.2272 0.5352 -0.2153
H -2.7025 2.5782 -0.4468 0.5311 0.1949 0.0063
H -3.0055 0.1863 -0.1726 -0.1695 -0.4937 0.0823
C 0.8164 -0.5902 1.4908 0.2826 -1.6647 0.3114
C 1.1962 -1.7246 0.5114 0.8336 1.3486 0.8870
C 2.3552 -2.3640 0.3849 0.0387 -0.1076 -0.2048
N 0.1532 -1.9663 -0.4913 -0.5022 -0.8506 -1.3607
H 1.5976 -0.4821 2.2522 -0.0835 -0.0300 -0.3412
H 0.6438 0.3779 1.0174 0.0211 -0.2561 -0.2199
H -0.0815 -0.9129 2.0264 -0.1102 0.3465 -0.0306
H 2.5510 -2.9476 -0.5263 -0.1595 -0.1143 0.6160
H 3.1787 -2.3383 1.1217 -0.7143 0.3874 -0.5338
H -0.3719 -1.0893 -0.7310 0.0703 -0.0412 0.2835
H -0.6012 -2.6294 -0.1847 0.9183 0.5309 -0.0755
H 0.5573 -2.3416 -1.3810 -0.3741 0.2018 0.8744
```
Forces are in eV/Å.

Summary:
* frontier orbital gap: 9.96 eV
* net charge: +1

# 7
Formula: C5H14NS
Source: OMol25
Level of theory: the ωB97M-V functional and the def2-TZVPD basis

Structure (XYZ):
```
21
Properties=species:S:1:pos:R:3:forces:R:3
C -1.3972 -1.0513 -1.6280 2.2467 0.4676 0.8770
C -1.4900 -0.5629 -0.1785 -1.8038 -1.0490 -0.1413
C -0.2508 -0.1432 0.6217 -0.1734 1.7767 -2.3744
C 0.9949 -0.9357 0.5002 2.8581 2.9958 -2.9965
N -0.7022 0.1102 2.0292 3.2409 -1.6818 -0.5331
S 0.2467 1.9272 0.1565 -0.6320 -2.0161 0.4209
C 1.8490 1.9024 -0.6511 1.4258 0.4719 1.0176
H -0.8290 -1.8853 -1.9630 0.7792 -1.2637 0.9377
H -2.2852 -1.2046 -2.1050 -3.0262 -0.3247 -0.4920
H -0.9707 -0.3194 -2.2348 0.8685 1.8662 -0.8612
H -2.0863 0.3687 -0.2883 -0.0573 -0.5579 0.4607
H -2.1661 -1.3754 0.3480 1.4881 1.6238 -0.2902
H 1.1780 -1.8646 0.8941 -0.8692 -2.8691 0.6942
H 1.8634 -0.4329 0.9478 -0.3181 0.6037 0.3208
H 1.4101 -0.8816 -0.6176 -1.4495 -0.5309 2.1894
H 0.1419 0.6495 2.3294 -1.5059 0.6597 0.5320
H -1.6212 0.5675 1.9412 0.3610 -0.2822 1.1386
H -0.5199 -0.8330 2.4732 -1.7197 1.1460 0.1167
H 1.7654 1.3498 -1.5589 0.3947 -1.0159 -0.3490
H 2.7457 1.7355 0.0322 -1.3348 -0.5879 -0.9151
H 2.1237 2.8789 -1.0485 -0.7730 0.5678 0.2473
```
Forces are in eV/Å.

Summary:
* frontier orbital gap: 9.60 eV
* net charge: +1
* SMILES: CC[C@](C)([NH3+])SC

# 8
Formula: C5H14NS2
Source: OMol25
Level of theory: the ωB97M-V functional and the def2-TZVPD basis

Structure (XYZ):
```
22
Properties=species:S:1:pos:R:3:forces:R:3
C -1.0442 1.5220 -2.3386 0.8714 0.1046 0.0505
S -0.0882 0.0347 -2.8824 -0.3086 0.5054 0.0742
S -0.9476 -1.4023 -1.6352 -0.5208 -0.1944 0.0950
C 0.3145 -2.7051 -1.6252 0.8732 0.1008 -0.0742
H -2.0855 1.5643 -2.6640 0.2144 -0.3363 0.0173
H -0.9562 1.6443 -1.2477 -0.1749 -0.0417 -0.4077
H -0.4906 2.3625 -2.8033 -0.3342 -0.4556 0.1941
H 1.3293 -2.2749 -1.7564 -0.5570 -0.1849 0.0332
H 0.2864 -3.2567 -0.6716 -0.2014 0.2831 -0.3484
H 0.1592 -3.3993 -2.4458 -0.1295 -0.0117 0.0034
C -0.4631 0.8656 2.9400 -0.3939 -0.0984 0.1899
C 0.1418 1.2905 1.6268 0.3087 0.1775 -0.4579
C 1.4810 -0.4914 0.7310 -2.6356 -1.5148 -2.9311
N 0.3550 0.1207 0.7130 1.2832 0.6207 1.6410
H -1.3705 0.3167 2.6837 -0.1525 -0.0201 0.3830
H 0.2045 0.1820 3.4784 -0.1380 0.2774 0.0278
H -0.7426 1.7311 3.5775 0.3289 -0.5660 -0.4662
H -0.5398 1.9370 1.0633 0.2388 0.0948 0.2329
H 1.1287 1.7809 1.7219 -0.6167 -0.1282 -0.0210
H 1.6205 -1.2315 -0.1136 0.0853 0.7289 1.4758
H 2.1372 -0.3785 1.5321 1.4142 0.7019 0.8830
H -0.4298 -0.2126 0.1161 0.5449 -0.0429 -0.5945
```
Forces are in eV/Å.

Summary:
* frontier orbital gap: 7.11 eV
* net charge: +1

# 9
Formula: C5H14NS2
Source: OMol25
Level of theory: the ωB97M-V functional and the def2-TZVPD basis

Structure (XYZ):
```
22
Properties=species:S:1:pos:R:3:forces:R:3
N -2.8094 1.4350 -1.9147 1.1891 -0.4191 0.4359
C -3.4749 -0.2419 1.4297 1.0230 0.3475 -2.7098
C -2.9547 -1.4688 1.4960 -1.5922 0.9041 2.0110
S -0.3338 -0.4667 -0.7820 2.0662 2.7830 3.1370
S 0.6626 0.7625 0.6088 -1.4757 -3.4814 -2.7860
C 2.1063 -0.3411 1.0151 -1.2306 -2.2068 -1.7736
C 3.3058 0.1167 0.2286 1.7140 1.1623 0.5727
C 3.3061 -0.3714 -1.1762 -1.9111 -1.4124 0.1016
H -2.8700 1.0113 -2.8441 0.2749 0.1004 0.4872
H -1.8538 1.3339 -1.4943 -1.4761 0.2441 -1.0658
H -3.0097 2.4163 -2.0132 -0.1121 0.2729 0.0208
H -3.1117 0.4077 0.5396 -1.0224 -0.6112 1.8102
H -4.3435 0.0321 2.0293 0.4813 0.2383 -0.1285
H -3.4172 -2.0232 2.3484 1.0568 -0.4862 -1.0863
H -2.1634 -1.8203 0.8536 0.0701 -0.3828 0.0328
H 2.3569 -0.2672 2.0831 -0.8020 -0.5109 -0.2204
H 1.7862 -1.3809 0.4246 0.6765 2.2852 2.6990
H 3.3960 1.2113 0.2902 -0.0360 -0.0832 -0.2011
H 4.2053 -0.2027 0.8154 -0.6809 -0.0513 -0.5335
H 2.2807 -0.5123 -1.5426 -0.2413 0.2876 0.0462
H 3.6860 -1.3479 -1.3678 0.6792 -0.9589 0.5814
H 3.7312 0.2039 -1.9076 1.3492 1.9788 -1.4310
```
Forces are in eV/Å.

Summary:
* frontier orbital gap: 4.29 eV
* net charge: +1

# 10
Formula: C5H14NS3
Source: OMol25
Level of theory: the ωB97M-V functional and the def2-TZVPD basis

Structure (XYZ):
```
23
Properties=species:S:1:pos:R:3:forces:R:3
C -0.1545 -2.6246 0.2780 0.4143 2.5483 2.8539
C -2.7073 0.1975 -0.3093 -1.8540 -2.0442 1.4640
C 2.9222 0.4816 -0.3650 -0.7531 -1.1321 -0.1682
C 0.0378 2.5099 -0.3607 -1.1196 2.0349 1.8126
C -0.0164 -1.2759 0.9916 0.5972 -0.3478 2.4609
N 0.1263 -0.1004 0.0392 -0.5084 0.2808 0.3241
S -1.2441 -0.1481 -1.2331 0.4245 -0.4158 -0.0265
S 1.4451 -0.1109 -1.1877 -0.0676 -0.9733 -0.7530
S 0.2402 1.3927 1.0599 -0.4100 0.3039 -0.7896
H -1.0845 -2.5195 -0.1340 -2.1719 -0.6498 -1.6477
H 0.6288 -2.6662 -0.3767 1.8363 -1.1460 -1.8121
H -0.1948 -3.2893 1.1020 0.3063 -1.2912 0.2924
H -3.4662 0.5997 -1.0429 1.0498 0.3883 1.0908
H -2.4132 0.7014 0.6265 -0.4435 0.9987 -0.7736
H -3.2572 -0.7090 0.1598 1.1284 0.8333 -1.1357
H 3.6537 0.2102 -1.1569 -0.1722 0.3609 0.4983
H 3.0587 -0.2553 0.4852 0.3310 1.7958 -0.4799
H 2.7502 1.5746 -0.3110 0.9471 -0.7933 0.9028
H -0.3175 3.5456 -0.0349 -0.6086 -1.6376 0.3280
H -0.7358 1.9745 -0.9392 0.8461 1.0215 -0.4679
H 0.9376 2.9368 -0.7483 0.9642 -1.1021 -1.0762
H 0.7524 -1.2527 1.9031 -0.9429 0.2584 -2.4803
H -0.9615 -1.1727 1.5543 0.2067 0.7085 -0.4172
```
Forces are in eV/Å.

Summary:
* frontier orbital gap: 9.16 eV
* net charge: +1

F_max (eV/A)
7.3 5.3 3.0 3.8 4.2 1.8 5.1 4.2 4.7 3.8
Relative energy (zero: lowest compared OMol25 entry of this formula, charge and spin) (kcal/mol)
82.3 155.4 9.7 75.3 135.0 27.4 65.3 39.4 132.6 17.2